Computed, not measured: a cluster of 19 separate species, C57H98O57 in total in a non-equilibrium geometry, with wB97M-V/def2-TZVPD.

Computed properties:
* 2S+1: 1
* gap between HOMO and LUMO: 9.931 eV
* strongest force on any atom: 6.21 eV Å⁻¹

CARTESIAN COORDINATES (ANGSTROEM)
C  4.90938  -4.59531  2.43921
C  4.94986  -4.70219  3.94316
O  3.89738  -5.51599  4.34416
C  2.99236  -5.39121  3.36122
O  1.83335  -5.69453  3.44353
O  3.50080  -4.89706  2.25150
H  5.46630  -5.41500  1.98528
H  5.18757  -3.64015  1.99382
H  4.76783  -3.73257  4.40663
H  5.88969  -5.16288  4.24746
C  0.94985  2.30888  3.27551
C  -0.47094  2.81490  3.44224
O  -0.80680  2.62463  4.78181
C  0.17087  1.96656  5.44428
O  0.13787  1.54066  6.58902
O  1.16693  1.66659  4.52626
H  1.52181  3.21633  3.08185
H  0.85459  1.66187  2.40350
H  -1.14353  2.18967  2.85505
H  -0.55257  3.85063  3.11254
C  -4.25782  1.76245  2.97125
C  -5.60898  2.02052  2.17001
O  -6.15689  0.74214  2.24736
C  -5.49900  -0.06315  3.13128
O  -5.77295  -1.25235  3.36531
O  -4.42569  0.52230  3.64822
H  -4.03300  2.57604  3.66090
H  -3.29937  1.65090  2.46427
H  -5.41098  2.41758  1.17441
H  -6.17052  2.65058  2.85980
C  -3.09169  0.58459  6.85444
C  -3.09686  0.22451  8.35764
O  -2.56529  1.41347  8.88799
C  -2.76864  2.43777  8.06562
O  -2.50738  3.63057  8.35993
O  -3.17409  2.00859  6.91825
H  -3.96896  0.15795  6.36816
H  -2.14651  0.24331  6.43223
H  -2.36361  -0.54925  8.58511
H  -4.07956  0.13219  8.82012
C  -3.27245  7.25103  0.87198
C  -2.95100  7.09010  2.33837
O  -2.43222  5.80080  2.43894
C  -2.86149  5.07767  1.36971
O  -2.79576  3.90165  1.30537
O  -3.44437  5.91247  0.44176
H  -2.45100  7.73332  0.34216
H  -4.19597  7.80451  0.70205
H  -3.87652  7.04483  2.91237
H  -2.17322  7.81335  2.58346
C  -4.21847  -0.11049  -6.42971
C  -4.67592  0.83830  -7.53982
O  -3.58336  1.76723  -7.58182
C  -2.83258  1.70781  -6.41956
O  -1.89617  2.47815  -6.10072
O  -3.22231  0.65849  -5.70814
H  -3.63679  -0.93738  -6.83715
H  -5.03621  -0.47285  -5.80674
H  -5.65177  1.27868  -7.33516
H  -4.74480  0.19370  -8.41609
C  -3.90690  4.41379  -3.61061
C  -5.20567  5.20034  -3.51519
O  -5.69397  4.73925  -2.34002
C  -5.21919  3.52783  -2.05201
O  -5.57699  2.75410  -1.17849
O  -4.18222  3.24153  -2.87023
H  -3.05652  4.92581  -3.16029
H  -3.59381  4.18253  -4.62874
H  -5.94595  5.04761  -4.30053
H  -4.99304  6.25904  -3.36671
C  -4.73880  -2.98337  5.75853
C  -4.01284  -4.10873  6.49346
O  -2.62069  -4.00016  5.98117
C  -2.45414  -2.79172  5.33892
O  -1.32629  -2.46603  4.81788
O  -3.64708  -2.11169  5.29423
H  -5.25292  -2.40152  6.52353
H  -5.32591  -3.31140  4.90074
H  -4.47716  -5.07251  6.28459
H  -3.92998  -3.90492  7.56103
C  4.56074  4.14028  0.83078
O  5.62463  5.16324  0.68198
C  6.97694  4.90820  0.91410
O  7.48390  3.84697  1.34559
O  7.69734  5.93881  0.47913
C  9.11053  5.96059  0.60899
H  4.92136  3.15055  0.55063
H  3.76195  4.32096  0.11149
H  4.32396  4.17241  1.89426
H  9.52127  6.70613  -0.07186
H  9.53103  4.99464  0.32930
H  9.29671  6.24829  1.64372
C  1.10521  -2.43696  -3.46827
O  2.55316  -2.37091  -3.66521
C  3.19820  -3.53810  -4.06644
O  2.60656  -4.62273  -4.26028
O  4.52825  -3.40909  -4.25767
C  5.21686  -2.20458  -4.40086
H  0.80311  -2.95783  -2.55968
H  0.55254  -2.89877  -4.28643
H  0.66311  -1.44626  -3.36266
H  4.57798  -1.32509  -4.32073
H  5.75230  -2.15357  -5.34891
H  5.95110  -2.10152  -3.60188
C  -1.04464  -0.54221  -9.04721
O  -0.81203  -1.19356  -7.81728
C  -1.48800  -2.35467  -7.56121
O  -2.28847  -2.91972  -8.33194
O  -1.05519  -2.80559  -6.38740
C  -1.28401  -4.18160  -6.04566
H  -0.54690  0.42360  -9.13416
H  -2.05773  -0.23819  -9.31052
H  -0.65407  -1.10174  -9.89720
H  -2.35511  -4.36051  -5.95168
H  -0.80364  -4.31663  -5.07658
H  -0.82429  -4.90684  -6.71707
C  5.71972  1.01743  2.00699
O  4.47969  0.48423  2.45933
C  4.30616  -0.72965  2.96786
O  5.08964  -1.66251  3.01717
O  3.10841  -0.70486  3.44956
C  2.51574  -1.70435  4.14474
H  6.49795  0.25756  2.07815
H  6.03485  1.89956  2.56433
H  5.61026  1.29670  0.95908
H  1.43247  -1.80627  4.20974
H  2.88379  -1.46397  5.14217
H  2.84927  -2.64291  3.70206
C  0.46044  -5.44516  0.36176
O  -0.22333  -4.91404  -0.79420
C  -1.51054  -5.00291  -0.94593
O  -2.26180  -5.53125  -0.08680
O  -1.94838  -4.46263  -2.18452
C  -3.28194  -4.77609  -2.65652
H  1.51734  -5.42658  0.09585
H  0.21309  -6.46507  0.65623
H  0.34668  -4.83451  1.25745
H  -3.49932  -4.25042  -3.58632
H  -4.03752  -4.44223  -1.94538
H  -3.54277  -5.82300  -2.81161
C  -0.39837  1.68722  -2.51372
O  -0.24021  0.50853  -1.69800
C  0.01479  0.60862  -0.39998
O  0.23414  1.65317  0.25985
O  -0.03812  -0.65948  -0.02098
C  0.31161  -1.13267  1.28718
H  -0.64999  1.35829  -3.52198
H  0.51791  2.26479  -2.39148
H  -1.18523  2.26559  -2.02953
H  -0.57960  -1.08438  1.91288
H  1.14953  -0.58479  1.71826
H  0.64074  -2.17178  1.29326
C  -3.21339  -2.30808  1.63657
O  -2.81635  -1.47145  0.53254
C  -3.78173  -1.25295  -0.40628
O  -4.92038  -1.75498  -0.46068
O  -3.22062  -0.49321  -1.41741
C  -3.97041  0.06612  -2.47001
H  -2.43229  -3.04910  1.80653
H  -4.14285  -2.87478  1.58129
H  -3.22479  -1.67912  2.52672
H  -4.12016  -0.61917  -3.30430
H  -3.25579  0.79161  -2.85871
H  -4.93463  0.52593  -2.25335
C  3.23196  1.03999  -0.98529
O  3.24995  -0.36624  -1.01856
C  4.42732  -0.93557  -1.00546
O  5.50426  -0.34477  -0.88940
O  4.22319  -2.24641  -1.03865
C  5.31136  -3.15792  -0.92016
H  2.97198  1.45038  -0.00954
H  2.51944  1.38342  -1.73528
H  4.16592  1.54831  -1.22495
H  5.74158  -3.38109  -1.89648
H  4.89489  -4.04785  -0.44827
H  6.06009  -2.68541  -0.28436
C  0.73047  5.53702  0.38126
O  -0.00482  5.50869  -0.80079
C  0.58400  5.89547  -1.92243
O  1.40170  6.72668  -2.04755
O  -0.06885  5.14833  -2.87462
C  0.50272  5.19949  -4.12308
H  1.48794  4.75698  0.30464
H  0.08671  5.21438  1.19954
H  1.16660  6.53043  0.48631
H  1.45518  4.67900  -4.22313
H  0.92236  6.14935  -4.45438
H  -0.18734  4.86746  -4.89876
C  5.29445  5.77986  -2.62856
O  4.95583  4.89780  -3.71542
C  4.11357  3.81007  -3.50344
O  3.56468  3.54441  -2.39194
O  3.96559  3.10088  -4.64280
C  3.36897  1.78072  -4.62126
H  5.85863  6.69629  -2.80164
H  5.81380  5.23230  -1.84208
H  4.35821  6.03054  -2.12984
H  3.74730  1.07632  -3.88046
H  3.50314  1.36202  -5.61865
H  2.28662  1.85056  -4.51283
C  -0.74453  -11.01892  3.34558
O  -1.13279  -9.83063  4.00616
C  -1.42616  -8.80147  3.35657
O  -1.43163  -8.68079  2.13858
O  -1.52787  -7.79570  4.15549
C  -1.58314  -6.47333  3.67771
H  -0.21188  -10.90888  2.40098
H  -1.49888  -11.80412  3.29536
H  -0.07454  -11.56709  4.00794
H  -2.07154  -5.82736  4.40728
H  -2.21213  -6.33553  2.79823
H  -0.61427  -6.01241  3.48552